C20H25BN7O4OsS4 | the ωB97M-V functional and the def2-TZVPD basis

LUMO energy (alpha / beta): -2.833 / -5.358 eV
Kohn-Sham gap (alpha / beta): 7.3 / 4.5 eV
Energy relative to the best compared isomer or geometry (same formula, charge and spin): 0.0 kcal per mole
Max |F|: 0.0070 hartree/bohr
Energy: -86246.424 eV

Structure (ORCA input):
```
! RIJCOSX wB97M-V def2-TZVPD def2/J DEFGRID3
* xyz 1 5
Os 0.10 1.09 1.88
N -1.04 2.18 3.39
C -0.25 3.37 3.81
C 1.24 3.12 3.61
O 2.08 3.73 4.19
O 1.51 2.18 2.68
H -1.96 2.46 3.04
H -1.21 1.57 4.19
H -0.44 3.64 4.85
H -0.52 4.21 3.17
C 0.70 -2.58 -2.60
N 1.12 -1.22 -2.83
C 2.14 -0.82 -3.67
C 2.15 0.53 -3.65
N 1.15 0.96 -2.80
B 0.85 2.52 -2.71
N -0.63 2.73 -2.26
C -1.70 2.60 -3.10
C -2.83 2.58 -2.35
N -2.44 2.71 -1.04
C -3.30 2.62 0.12
C -1.10 2.77 -1.01
S -0.12 3.02 0.39
C 0.52 -0.12 -2.30
S -0.77 -0.25 -1.19
H 1.42 -3.25 -3.05
H -0.28 -2.75 -3.05
H 0.62 -2.78 -1.53
H 2.73 -1.52 -4.23
H 2.76 1.23 -4.19
H 1.61 3.04 -1.93
H 0.94 2.96 -3.82
H -1.57 2.53 -4.16
H -3.87 2.50 -2.63
H -4.33 2.65 -0.21
H -3.12 3.47 0.78
H -3.12 1.68 0.64
O 0.24 -4.29 1.12
C -1.04 -4.02 1.42
C -1.93 -5.10 1.45
C -3.26 -4.90 1.75
C -3.75 -3.62 2.03
C -2.88 -2.55 1.99
C -1.52 -2.73 1.69
C -0.65 -1.57 1.63
O -1.20 -0.36 1.81
N 0.62 -1.69 1.40
N 1.24 -0.45 1.26
C 2.41 -0.44 0.70
S 3.29 1.03 0.47
C 4.44 0.29 -0.73
C 4.72 -1.12 -0.28
S 3.13 -1.90 0.13
H 0.76 -3.47 1.18
H -1.54 -6.08 1.24
H -3.93 -5.74 1.77
H -4.79 -3.47 2.26
H -3.24 -1.55 2.20
H 5.34 0.91 -0.73
H 3.97 0.32 -1.72
H 5.36 -1.15 0.60
H 5.17 -1.72 -1.07
*
```